{
  "formula": "C6H37NO12",
  "method": "ωB97M-V/def2-TZVPD",
  "de_lowest_kcal_mol": 27.10,
  "gap_ev": 8.758,
  "multiplicity": 1,
  "homo_ev": -8.47,
  "species": ["C", "C", "N", "C", "C", "C", "C", "O", "H", "H", "H", "H", "H", "H", "H", "H", "H", "H", "H", "H", "H", "H", "H", "O", "H", "H", "O", "H", "H", "O", "H", "H", "O", "H", "H", "O", "H", "H", "O", "H", "H", "O", "H", "H", "O", "H", "H", "O", "H", "H", "O", "H", "H", "O", "H", "H"],
  "positions_angstrom": [[3.3166, -2.8748, -0.2536], [3.4023, -1.4164, 0.1742], [2.1013, -0.8075, 0.4662], [1.4033, -0.3505, -0.7462], [-0.0173, 0.1203, -0.4026], [-1.0662, -0.2091, -1.4689], [-1.5033, 0.9764, -2.3032], [-2.2061, -0.7309, -0.7413], [4.3202, -3.2713, -0.4352], [2.8238, -3.4724, 0.5232], [2.7078, -3.0304, -1.1427], [3.9237, -0.8213, -0.5752], [4.0103, -1.3290, 1.0901], [1.4994, -1.4773, 0.9317], [2.0095, 0.4646, -1.1419], [1.3811, -1.1393, -1.5064], [-0.0385, 1.1878, -0.1832], [-0.2936, -0.3494, 0.5356], [-0.6868, -0.9983, -2.1294], [-2.1526, 0.6820, -3.1336], [-0.6427, 1.4970, -2.7307], [-2.0764, 1.6958, -1.7070], [-2.9390, -0.8644, -1.3417], [-2.8238, -0.5933, 2.6934], [-3.2412, -0.6494, 1.8315], [-2.6116, 0.3654, 2.8396], [-0.9554, -3.0579, -0.1666], [-0.6400, -2.8908, 0.7496], [-1.5902, -2.3416, -0.3351], [-2.3100, 2.1728, 2.9527], [-2.8574, 2.7077, 2.3070], [-2.5788, 2.5201, 3.8241], [1.3896, -0.6421, -3.6268], [2.3157, -0.8070, -3.8729], [1.0933, -1.3913, -3.0598], [0.8849, 1.9552, -2.8596], [1.2334, 2.4383, -3.6045], [1.0691, 1.0041, -3.0645], [1.5515, -0.8072, 4.0392], [2.4785, -1.0138, 3.8199], [1.3458, -0.0209, 3.5121], [-0.3922, -1.9892, 2.3293], [0.1791, -1.9089, 3.1364], [-1.2598, -1.5319, 2.5041], [-1.2545, 4.4774, -0.0032], [-0.6589, 4.1382, 0.7120], [-0.9780, 4.0715, -0.8309], [0.8555, -2.8421, -2.1662], [0.6749, -3.6229, -2.6666], [0.2173, -2.8127, -1.4000], [0.0454, 3.3013, 2.0893], [-0.7344, 2.8706, 2.5011], [0.5800, 2.5429, 1.7715], [-3.5301, 3.6423, 1.1399], [-4.0229, 3.1702, 0.4460], [-2.7518, 4.0634, 0.6798]],
  "lowdin_charge": [-0.093, -0.278, -0.066, -0.227, -0.101, -0.387, -0.048, -0.073, 0.070, 0.077, 0.040, 0.107, 0.099, 0.068, 0.108, 0.051, 0.106, 0.089, 0.117, 0.085, 0.022, 0.080, 0.099, -0.065, 0.038, 0.025, -0.059, 0.028, 0.014, -0.085, 0.022, 0.092, -0.075, 0.081, -0.001, -0.085, 0.057, 0.017, -0.059, 0.061, 0.045, -0.108, 0.042, 0.028, -0.065, 0.022, 0.052, -0.100, 0.068, 0.035, -0.068, 0.010, 0.062, -0.070, 0.071, 0.022]
}

---

{
  "formula": "C6H38NO12",
  "method": "ωB97M-V/def2-TZVPD",
  "de_lowest_kcal_mol": 162.52,
  "total_charge": 1,
  "gap_ev": 9.670,
  "multiplicity": 1,
  "homo_ev": -12.06,
  "species": ["C", "C", "C", "C", "C", "C", "N", "H", "H", "H", "H", "H", "H", "H", "H", "H", "H", "H", "H", "H", "H", "H", "H", "O", "H", "H", "O", "H", "H", "O", "H", "H", "O", "H", "H", "O", "H", "H", "O", "H", "H", "O", "H", "H", "O", "H", "H", "O", "H", "H", "O", "H", "H", "O", "H", "H", "O"],
  "positions_angstrom": [[0.7606, 0.3877, 0.4640], [-0.6304, -0.1231, 0.6183], [-0.7315, -0.4176, 2.1811], [1.3263, -0.7245, 3.5140], [0.5371, -1.1701, 2.5392], [0.7562, -2.4266, 1.6899], [0.8760, 1.6471, 1.2540], [1.0282, 0.5855, -0.6582], [1.7362, -0.2353, 0.5154], [-1.5204, 0.4996, 0.2292], [-0.9377, -0.9999, 0.0895], [-0.9210, 0.5084, 2.7235], [-1.6219, -1.0151, 2.4129], [1.3929, 0.2550, 3.9602], [2.2375, -1.4986, 3.6043], [-0.2629, -2.9997, 1.7217], [1.0557, -2.1891, 0.6712], [1.5794, -3.1362, 1.9014], [1.7516, 1.9904, 0.9157], [0.2401, 2.3724, 1.0924], [0.8311, 1.4501, 2.1686], [-4.0107, -2.0778, 2.0390], [-2.8277, -2.3522, 1.0155], [-3.2680, -1.6423, 1.6283], [2.5527, 3.6974, 3.0342], [2.0863, 2.7646, 3.8837], [1.6341, 3.2396, 3.1448], [3.1292, 2.3281, -2.3119], [2.7463, 3.7622, -1.6041], [3.2948, 2.9012, -1.5026], [-3.4004, -3.6715, -0.2739], [-4.0798, -2.4799, -1.0474], [-3.2306, -2.8227, -0.5664], [-1.2166, -2.9617, -0.9474], [0.0829, -3.2678, -1.7839], [-0.5641, -2.7115, -1.5331], [-1.0302, 0.3863, -2.8284], [-1.2218, 1.5803, -3.8530], [-0.8251, 1.2895, -3.0377], [2.9056, -1.8795, -1.8834], [2.3040, -0.5297, -1.5568], [2.2531, -1.4121, -1.3928], [2.4219, 1.5393, -4.3803], [1.2908, 1.4161, -3.4576], [2.2425, 1.3872, -3.4889], [-3.0112, 2.4035, 1.6608], [-2.9677, 0.8039, 1.8009], [-2.8350, 1.5049, 1.2414], [-1.9920, -1.3515, -3.0783], [-0.6299, -1.5534, -3.5800], [-1.3245, -1.0724, -3.8366], [3.7074, 1.7701, -0.0974], [4.1648, 0.7352, 0.9711], [3.7344, 1.5350, 0.8271], [-3.2217, 1.1819, -1.8722], [-4.2589, 1.4962, -2.9486], [-4.1178, 1.3030, -1.9924]],
  "lowdin_charge": [-0.186, -0.168, -0.166, 0.043, -0.392, -0.048, 0.212, 0.137, 0.132, 0.121, 0.070, 0.106, 0.084, 0.047, 0.118, 0.119, 0.037, 0.090, 0.100, 0.151, 0.041, 0.047, 0.059, -0.101, 0.118, 0.063, -0.091, 0.021, 0.109, -0.118, 0.026, 0.160, -0.046, -0.028, 0.000, 0.029, -0.019, 0.052, -0.053, 0.054, -0.047, 0.017, 0.040, 0.020, -0.007, 0.109, -0.034, -0.045, 0.121, -0.049, -0.033, -0.007, 0.023, -0.015, -0.054, 0.066, -0.034]
}